# 1
Entry from OMol25: an isolated molecule of C26H25N5O5S (ωB97M-V/def2-TZVPD).

Values from the calculation:
Energy above the lowest of the compared OMol25 structures with the same formula, charge and spin, kcal per mole: 2.6
M, g/mol: 519.58
Kohn-Sham gap, eV: 7.32
LUMO level, eV: -0.8
Structure (SMILES): [H]/N=C1/C(=C/c2ccc(OCc3ccccc3)c(OC)c2)C(=O)N=C2SC(CC(=O)N3CCOCC3)=NN21
Multiplicity: 1
Highest occupied orbital energy, eV: -8.15

Structure (XYZ):
```
62
Properties=species:S:1:pos:R:3:forces:R:3
H 1.861627 -0.409775 -5.121318 -0.03 0.00 -0.01
N 0.523122 2.243887 3.532854 -0.10 1.05 0.19
O 1.104976 -2.035445 0.482718 -0.01 0.03 0.01
C -0.162052 4.031995 5.654813 0.15 -0.33 0.23
C -0.007082 -4.912143 -4.329310 0.27 -0.14 0.00
C -2.237160 2.627229 5.454787 -0.22 -0.22 -0.34
C 2.083817 -3.807295 -3.490191 0.02 -0.14 -0.04
H -3.037815 2.674411 6.203090 0.08 -0.09 -0.02
C -0.169928 0.267876 -0.788644 0.26 0.21 0.80
H 0.473914 0.260385 -3.329653 0.03 0.10 -0.11
O -0.996404 -3.888121 -4.454232 -0.30 0.32 0.12
H 3.848504 -2.776357 -2.874489 0.06 0.03 0.07
H -1.609175 1.765115 5.667022 -0.04 0.00 0.05
C 0.943354 -0.527349 -5.705500 0.15 0.19 -0.05
H 0.325276 2.238932 6.799556 -0.03 0.00 -0.01
C 0.269101 1.414571 1.285024 -0.16 0.85 0.11
N 0.038323 2.547691 0.784066 -0.05 0.32 -0.32
H -0.318447 1.274331 -1.164748 -0.04 0.06 0.03
C 1.374990 -4.356987 -4.552107 -0.08 -0.13 0.05
C 0.218897 0.175619 0.506696 -0.09 -0.42 -0.79
C -0.199143 -1.673903 -3.968644 -0.21 -0.31 -0.05
N -1.492066 3.864302 5.508999 -0.39 0.14 0.00
O -3.695387 3.590479 3.773315 -0.20 0.02 0.00
H 0.095376 3.323658 1.436252 0.06 -0.17 0.21
S 0.816289 0.092609 4.919487 -0.03 0.50 -0.16
C 3.311178 -3.205542 -3.707360 0.07 0.09 0.08
C 0.667672 2.763430 5.906171 0.12 0.52 0.11
C 0.652402 1.856558 4.737214 0.15 -1.04 -0.19
C 1.911906 -4.294813 -5.830981 0.00 -0.04 0.08
H -0.075944 -5.377020 -3.335626 -0.03 0.04 -0.14
C -2.324178 5.010292 5.184194 -0.08 0.24 -0.34
H 4.798483 -2.676594 -5.154182 0.08 0.02 -0.01
N 0.805916 -1.109826 2.512076 0.05 -0.67 0.67
H 1.675538 -3.839875 -2.489820 -0.06 -0.02 0.10
H 1.357460 -4.708467 -6.660458 -0.07 -0.04 -0.10
H -1.421627 -2.093189 -0.314997 0.00 -0.03 0.09
C -0.833644 -2.863572 -3.554410 0.11 0.24 -0.01
C 3.141298 -3.698431 -6.045814 0.01 -0.01 -0.15
N 0.548961 1.225893 2.655951 0.09 -0.60 0.06
H -1.781895 -3.898487 -1.956744 -0.06 -0.11 -0.01
H -3.666961 5.591092 3.579188 0.10 0.01 0.00
C -1.279730 -2.988078 -2.247604 0.04 -0.04 -0.29
O 0.366058 5.122194 5.625037 0.37 0.22 -0.02
H 1.692115 3.104044 6.084146 -0.15 -0.04 0.04
C -2.959101 4.793962 3.807945 0.12 0.25 0.24
C 3.841673 -3.149319 -4.984718 0.06 0.07 0.01
C -0.414953 -0.813628 -1.713807 -0.23 -0.60 -0.39
H -2.081399 2.403564 3.304310 -0.07 -0.03 0.08
O 0.194622 -1.632048 -5.264485 -0.24 -0.23 0.19
C -0.023289 -0.654442 -3.047736 0.05 -0.01 0.06
H -3.514799 1.605349 4.019794 0.08 0.00 0.01
H 1.201989 -0.744804 -6.740311 0.01 0.06 0.06
H -2.170668 4.773156 3.041048 -0.05 0.03 0.04
H 0.360050 0.398439 -5.665033 0.02 -0.02 0.01
C 0.709226 -0.031060 3.174044 0.09 -0.19 -0.25
C -1.070231 -1.981307 -1.327943 0.07 0.31 -0.08
H -3.108856 5.104413 5.942047 0.03 0.03 -0.04
H 3.552041 -3.655675 -7.044275 0.04 -0.01 -0.08
C 0.727591 -1.085983 1.126139 0.10 0.06 -0.17
H -1.695806 5.900757 5.188296 -0.12 -0.07 0.03
H -0.271263 -5.644813 -5.094431 0.06 0.02 0.12
C -2.874742 2.488111 4.063289 0.16 -0.30 0.21
```
Forces are in eV/Å.


# 2
Entry from OMol25: a cluster of 2 separate species, C3H8NO3 in total (ωB97M-V/def2-TZVPD).

Values from the calculation:
Total charge: +1
Energy above the lowest of the compared OMol25 structures with the same formula, charge and spin, kcal per mole: 1.5
M, g/mol: 106.10
Kohn-Sham gap, eV: 10.83
LUMO level, eV: -3.8
Multiplicity: 1
Highest occupied orbital energy, eV: -14.66

Structure (XYZ):
```
15
Properties=species:S:1:pos:R:3:forces:R:3
C 1.170363 -2.776453 0.014873 -0.94 1.10 1.37
H -1.894323 2.552874 2.170098 0.14 -0.59 0.39
C -1.731448 2.758923 1.117699 -0.54 0.42 1.01
O -1.162884 2.076084 0.329503 1.26 -1.34 -1.31
C 0.780173 -1.313768 -0.313877 0.39 -1.64 -2.42
O -2.297180 3.903139 0.902520 -0.46 2.56 -1.84
H 1.553525 -1.320730 -2.161271 0.65 -0.08 -1.07
H 0.852699 0.232388 -1.601363 0.26 -0.22 -0.82
H 1.034871 -3.377286 -0.888306 0.18 -0.01 0.24
H 2.245999 -2.716989 0.318417 -0.84 -0.38 -0.18
H -2.169442 4.347393 -0.004821 -0.08 -1.41 1.62
H -0.026914 0.246234 0.214071 -0.88 0.84 0.56
N 1.057520 -0.758429 -1.521069 -0.90 -0.59 3.75
O 0.086244 -0.667067 0.525322 0.28 0.36 0.59
H 0.500799 -3.186312 0.898204 1.49 0.99 -1.89
```
Forces are in eV/Å.


# 3
Entry from OMol25: an isolated molecule of C21H29N3O4 (ωB97M-V/def2-TZVPD).

Values from the calculation:
Energy above the lowest of the compared OMol25 structures with the same formula, charge and spin, kcal per mole: 6.1
M, g/mol: 387.48
Kohn-Sham gap, eV: 8.56
LUMO level, eV: -0.1
Structure (SMILES): CCCCCCCCC(=O)NNC(=O)c1c(O)c2ccccc2n(CC)c1=O
Multiplicity: 1
Highest occupied orbital energy, eV: -8.65

Structure (XYZ):
```
57
Properties=species:S:1:pos:R:3:forces:R:3
H 0.689271 -3.842843 2.456804 -0.26 -0.11 0.08
O 0.808087 -2.684940 0.668017 0.20 0.00 -0.03
H 0.775870 -5.701389 0.872766 0.06 -0.01 -0.08
C 2.014883 2.919788 -0.384603 0.24 0.17 0.10
H 2.920788 0.902572 -3.988903 0.07 -0.03 0.00
C 0.201919 -5.823611 1.787715 -0.09 0.22 0.09
C 2.646518 3.482458 -1.655593 -0.35 -0.16 0.00
C 2.622357 0.282604 -1.985202 -0.01 -0.04 -0.30
N -1.054374 -3.739730 1.380355 0.26 0.08 0.11
C 2.326196 2.668982 -2.910584 0.26 0.09 0.05
H -2.459137 -5.528296 2.834976 0.10 -0.03 0.03
C 2.331461 3.750344 0.861342 -0.06 0.07 -0.12
H -6.227879 -4.666991 1.060330 -0.09 -0.01 -0.02
C -0.205610 -4.455112 2.323405 0.38 -0.22 0.16
H 1.246284 2.517053 -2.973643 -0.07 0.06 -0.08
C -0.188426 6.727842 0.879803 -0.05 -0.24 -0.04
H -0.668201 -6.439549 1.571638 -0.04 -0.10 -0.02
H 2.281117 4.498591 -1.815735 0.08 0.08 0.00
H -0.719895 -4.534171 3.282451 0.01 0.06 -0.07
H 2.621869 3.255908 -3.783999 -0.10 -0.05 -0.03
N 1.304699 -0.018501 -2.067137 -0.96 0.00 -0.23
O -3.363249 -1.669140 -1.316680 0.06 0.00 0.01
N 0.698524 -0.933055 -1.223655 0.59 0.07 0.11
H 0.641897 0.432912 -2.686759 0.22 -0.05 0.13
C -4.381404 -5.181621 2.028976 0.06 0.08 -0.06
C -1.222913 -2.101796 -0.387697 -0.30 0.11 -0.18
H 1.908256 3.237616 1.728673 0.07 -0.01 0.08
C 1.809605 5.188363 0.844140 -0.15 -0.31 0.06
H -1.271200 6.783997 0.792746 -0.10 0.10 0.00
H 3.729589 3.535142 -1.526117 0.09 0.08 -0.01
H 4.131894 1.487334 -2.841440 -0.05 -0.11 0.01
H 0.099194 7.131848 1.848232 0.02 0.09 0.09
C -2.400462 -4.000067 1.307593 -0.59 0.18 -0.32
H 1.279924 -1.446008 -0.550920 -0.17 0.08 -0.15
C 3.063226 1.327441 -2.991709 -0.06 0.10 0.02
O -1.302280 -0.456116 -2.111939 -0.20 0.07 -0.13
C -5.168048 -4.476438 1.122262 -0.10 0.01 -0.03
H -0.039935 4.899922 -0.228783 -0.06 -0.11 -0.01
C -2.586848 -2.317671 -0.470316 0.51 0.14 -0.02
H -4.836131 -5.922221 2.669953 -0.01 -0.06 0.06
H 0.822179 -6.333842 2.519475 0.06 -0.10 0.05
H 2.267406 5.742184 0.022421 0.05 0.11 0.00
H -0.167330 4.674180 1.516505 -0.04 -0.10 -0.03
H 0.932992 2.848345 -0.514992 -0.07 -0.09 -0.04
C 0.289531 5.287749 0.736506 0.24 0.26 0.01
H 2.395226 1.913010 -0.209819 -0.10 -0.04 0.04
C -4.577723 -3.540671 0.310002 0.13 0.01 0.03
C -3.026882 -4.954056 2.122791 0.07 -0.07 0.11
H -5.151859 -2.975224 -0.406756 -0.07 0.03 -0.05
C -0.621765 -1.111306 -1.293851 0.43 0.02 0.07
H -2.765599 -1.039278 -1.832663 0.01 -0.14 0.15
H 0.250750 7.354040 0.105774 0.02 0.11 -0.06
H 3.415760 3.776934 0.994315 0.04 -0.07 0.07
C -3.202000 -3.292839 0.389265 -0.12 -0.14 0.10
H 2.125205 5.672108 1.772392 0.04 0.09 -0.02
O 3.364685 -0.280363 -1.208597 0.15 -0.14 0.29
C -0.408014 -2.832421 0.556472 -0.24 -0.01 0.01
```
Forces are in eV/Å.


# 4
Entry from OMol25: a cluster of 2 separate species, C6H12N2 in total (ωB97M-V/def2-TZVPD).

Values from the calculation:
Energy above the lowest of the compared OMol25 structures with the same formula, charge and spin, kcal per mole: 3.8
M, g/mol: 112.18
Kohn-Sham gap, eV: 9.55
LUMO level, eV: 0.9
Structure (SMILES): Cc1c[nH]cn1.CC
Multiplicity: 1
Highest occupied orbital energy, eV: -8.64

Structure (XYZ):
```
20
Properties=species:S:1:pos:R:3:forces:R:3
H 2.498683 0.605751 -0.257838 0.08 0.01 -0.04
H 0.683051 2.561375 -1.791825 -0.11 0.01 -0.16
N -2.384267 -1.675464 -0.206153 -0.64 -0.16 -0.67
H 1.997132 0.352963 -1.905434 0.33 0.03 -0.28
H 3.073572 1.743773 -1.475756 0.08 -0.12 -0.20
H 0.975514 -0.655630 2.189540 -0.22 -0.28 0.18
H 0.916710 2.534647 -0.037163 0.54 0.29 -0.08
N -0.244947 -1.877403 0.188139 0.40 -0.16 -0.18
C 2.228175 1.126739 -1.178959 -0.09 0.32 0.52
H -2.804208 0.019767 1.004308 0.16 0.12 0.05
C 0.958560 1.939036 -0.949040 -0.37 -0.75 0.49
C 0.153633 -0.041451 1.829036 0.50 0.41 -0.59
C -2.043834 -0.649155 0.638993 -0.64 0.09 0.06
C -0.715070 -0.795716 0.882646 0.01 -0.23 0.55
H -3.282210 -1.842177 -0.638725 0.19 0.13 0.24
H -0.395107 0.398550 2.657946 -0.03 -0.04 0.01
H -1.209617 -3.306944 -0.996873 -0.26 0.08 -0.38
H 0.655586 0.755065 1.273229 -0.11 0.16 0.26
C -1.262893 -2.369733 -0.472889 0.65 -0.19 0.64
H 0.201537 1.176006 -0.753181 -0.46 0.29 -0.44
```
Forces are in eV/Å.


# 5
Entry from OMol25: a structure of composition C27H46GeN2O3PdS2Si3 (ωB97M-V/def2-TZVPD).

Values from the calculation:
Total charge: +1
<S²>: 3.799
M, g/mol: 774.10
Kohn-Sham gap (spin up / spin down), eV: 6.75 / 5.51
LUMO level (spin up / spin down), eV: -3.0 / -5.2
Multiplicity: 4
Highest occupied orbital energy (spin up / spin down), eV: -9.74 / -10.72

Structure (XYZ):
```
85
Properties=species:S:1:pos:R:3:forces:R:3
H 2.739597 -4.356064 -3.538323 0.01 0.01 0.00
H -2.380979 5.214556 5.632567 0.00 0.00 0.00
H 3.096423 -1.988187 1.021011 0.02 0.02 -0.03
S 2.714525 0.157122 2.815619 -0.02 0.03 0.14
C -5.741689 -1.222148 -0.863904 0.03 0.00 0.01
H 3.695414 -3.264657 -2.541920 0.03 0.03 0.02
H 1.308959 -0.835001 4.480778 0.00 0.00 -0.01
C -3.594564 2.789132 4.228410 0.03 0.04 0.01
N -2.101749 -0.881067 -1.369182 0.04 0.01 0.00
H -6.642003 -1.364523 -1.448018 0.01 0.00 0.00
C -3.148687 -1.160534 -3.510322 0.01 0.00 -0.02
H 3.193337 1.232326 -4.153625 0.09 -0.01 0.06
C -2.515507 3.670796 4.157349 -0.03 -0.03 0.00
H 5.793121 -0.388761 -1.697372 0.01 -0.01 -0.07
C 2.204017 -1.136118 3.942357 0.02 -0.02 0.00
C -3.454700 1.460342 3.872261 0.00 -0.01 0.08
H -5.277449 -1.375883 -3.533411 0.00 0.00 0.00
H 4.202759 -2.601207 -0.202850 -0.01 -0.02 -0.01
H 0.890604 -4.951007 -0.941326 0.03 0.00 0.00
H 1.995535 -2.023165 3.346851 -0.02 0.00 0.01
H 0.951922 3.765114 -2.465121 0.02 0.00 0.00
H 4.793463 0.543043 -2.797921 -0.04 0.06 -0.03
H 2.985230 1.793123 0.540584 0.03 -0.03 -0.03
C -5.805010 -1.144073 0.513738 -0.03 0.00 -0.01
C -3.385073 -0.833038 0.657465 0.00 0.14 -0.06
H -3.011993 -1.240803 -4.579664 0.00 0.00 0.00
H -3.699259 5.438005 4.487742 0.00 -0.01 0.00
C 1.304800 2.863413 -1.957801 0.02 0.00 0.03
H 0.365580 -3.545802 -0.010365 -0.03 0.00 -0.02
H 1.951920 1.530493 4.630793 -0.02 0.00 -0.03
C -3.315001 -0.942951 -0.796346 -0.02 0.00 0.00
H 2.370210 2.984833 -1.760988 0.00 -0.01 0.00
C -4.494094 -1.129434 -1.535465 -0.02 0.01 0.01
H 4.735219 -1.222284 -2.832282 -0.06 -0.07 -0.03
C -0.185159 -3.438814 -3.368696 0.04 -0.05 0.02
H -4.736630 -0.919866 2.344811 0.00 0.01 0.03
H -1.041319 -0.941782 -3.106288 -0.01 0.00 0.01
C 3.938624 -1.716653 0.381185 0.02 -0.05 -0.02
H -4.553940 3.149817 4.577473 0.00 0.00 0.00
H -6.761051 -1.227616 1.012022 0.01 0.00 0.01
H 0.796807 2.798364 -0.992669 -0.02 0.00 -0.02
C -1.287256 3.190990 3.704622 0.02 -0.01 0.00
H 2.969614 2.399657 3.440584 0.02 0.00 0.02
N -2.241272 -0.591709 1.272259 0.28 -0.26 0.23
H 4.215594 2.098209 -0.694070 -0.01 0.01 0.01
C 2.848578 1.481949 4.014071 0.01 0.04 -0.02
H -1.154566 -3.407185 -2.870256 0.02 -0.01 0.01
H -1.027546 0.883744 -4.521622 0.02 -0.01 0.01
H -0.444737 3.868702 3.633477 -0.01 0.00 0.00
S -2.028001 -0.660157 2.951636 -0.09 0.13 -0.31
Si 0.952859 1.361700 -3.024596 -0.02 0.01 -0.11
H -4.290398 0.779842 3.964228 0.03 -0.03 -0.01
C 2.153012 1.258104 -4.465951 -0.13 0.04 -0.03
C -2.215795 1.010374 3.432293 -0.03 -0.02 0.01
C -4.663793 -0.961234 1.271621 0.02 0.01 0.03
O 1.520915 0.520437 1.965657 -0.15 -0.09 -0.02
C -1.125161 1.865930 3.338608 -0.02 0.02 -0.15
H 2.083376 -3.916888 -0.149781 0.01 0.01 0.00
O -0.643329 -1.037959 3.011512 0.07 -0.06 0.31
O -3.022966 -1.464765 3.589764 -0.03 -0.03 -0.03
H 1.966139 0.371323 -5.076105 -0.01 0.01 0.01
C 1.136645 -3.915509 -0.691177 -0.01 0.03 0.05
Pd -0.172812 -0.554626 0.444756 -0.43 0.10 0.22
H 2.018349 2.135251 -5.106038 0.01 -0.02 0.00
C -2.033191 -0.988106 -2.678176 0.02 0.00 -0.01
Si 3.562253 -0.280104 -0.777586 -0.05 0.04 0.12
C 4.810392 -0.354406 -2.183008 0.10 -0.01 0.17
H 0.011171 -4.484421 -3.626180 -0.02 0.02 -0.02
H -0.250207 -2.881418 -4.305409 0.01 0.02 0.01
H -0.181947 1.494851 2.953390 0.02 0.01 0.07
Ge 1.309007 -0.562280 -1.627925 0.39 -0.01 -0.40
C -4.385270 -1.233732 -2.936272 -0.02 -0.01 0.00
H 3.733534 1.318513 4.628952 -0.02 -0.03 0.00
H 4.665614 1.274903 0.792484 0.00 0.00 -0.02
C -0.752750 1.628816 -3.773530 0.03 0.03 0.00
C 3.867247 1.381242 0.052363 0.01 0.07 -0.08
Si 1.236580 -2.893297 -2.261977 -0.06 -0.02 -0.12
H 4.793168 -1.479100 1.020774 -0.02 0.00 -0.03
H -1.549595 1.693722 -3.031003 0.02 0.00 0.01
H -0.702069 2.593763 -4.288086 -0.03 -0.01 0.01
H 2.985979 -2.685055 -4.052961 -0.02 0.01 0.00
C -2.668353 5.101582 4.585065 0.01 0.01 0.00
H -2.031054 5.760288 3.996370 0.00 0.00 0.00
H 3.032331 -1.337204 4.622326 0.01 0.02 -0.02
C 2.817504 -3.323777 -3.184259 -0.06 -0.03 0.03
```
Forces are in eV/Å.


# 6
Entry from OMol25: a cluster of 2 separate species, C5H8N2 in total (ωB97M-V/def2-TZVPD).

Values from the calculation:
Energy above the lowest of the compared OMol25 structures with the same formula, charge and spin, kcal per mole: 116.5
M, g/mol: 96.13
Kohn-Sham gap (spin up / spin down), eV: 6.82 / 6.82
LUMO level (spin up / spin down), eV: -0.6 / -0.6
Multiplicity: 1
Highest occupied orbital energy (spin up / spin down), eV: -7.37 / -7.37

Structure (XYZ):
```
15
Properties=species:S:1:pos:R:3:forces:R:3
C -1.009616 -1.303476 0.276230 0.15 -0.05 -0.11
C 0.310085 -1.459155 0.363986 -0.26 -0.02 0.02
C -0.139660 0.916642 0.239469 -0.27 -0.35 0.27
H -1.754169 -2.091808 0.281956 0.14 0.09 -0.03
H 0.951098 -2.314963 0.521557 -0.09 0.11 -0.07
H 1.796335 1.685310 -1.484402 -0.05 0.18 -0.23
H -3.159882 0.029677 -0.605968 0.09 0.07 0.11
H 2.457626 1.129418 0.617722 -0.10 -0.09 -0.15
H 1.124388 1.747264 -1.126215 0.30 0.14 -0.31
H 2.826009 -0.708307 0.410931 -0.17 -0.03 0.20
H -2.547472 1.577541 -0.433457 -0.05 -0.09 0.15
C -1.269486 0.153679 0.141824 0.04 0.04 0.05
C 2.118663 0.111211 0.477248 -0.21 -0.08 0.15
N 0.854829 -0.108102 0.380606 0.37 0.12 0.10
N -2.558747 0.635076 -0.061492 0.11 -0.03 -0.14
```
Forces are in eV/Å.


Maximum force for every record listed, in sequence, given in eV/Å: 1.07; 3.90; 0.98; 0.97; 0.56; 0.52.